{
  "formula": "C18H29N3",
  "method": "ωB97M-V with the def2-TZVPD basis set",
  "species": ["C", "C", "C", "C", "C", "C", "N", "C", "C", "C", "C", "C", "N", "C", "N", "C", "C", "C", "C", "C", "C", "H", "H", "H", "H", "H", "H", "H", "H", "H", "H", "H", "H", "H", "H", "H", "H", "H", "H", "H", "H", "H", "H", "H", "H", "H", "H", "H", "H", "H"],
  "xyz": [[0.2810, 0.8112, -3.2990], [-1.2452, 0.3052, -3.2794], [-2.3154, 1.2867, -2.7140], [-3.3571, 0.7969, -1.6257], [-2.8230, 0.3930, -0.3657], [-2.1948, 1.4927, 0.4396], [-1.1960, 0.9967, 1.4570], [-1.7637, 0.7055, 2.7394], [-2.0544, -0.6243, 3.0620], [-1.8995, -1.7908, 2.2136], [-2.3706, -3.0244, 2.5239], [-2.8976, -3.3476, 3.8059], [-3.1744, -3.5149, 4.9660], [-2.2711, -4.1119, 1.5619], [-2.1585, -4.9416, 0.6812], [0.2108, 1.4027, 1.4407], [1.1803, 0.3134, 1.1355], [2.6928, 0.8177, 0.8782], [3.5044, -0.3492, 0.2946], [4.8952, 0.0872, -0.2368], [5.3524, -0.8083, -1.4335], [0.7705, 0.6701, -2.2955], [0.5427, 1.8521, -3.6476], [0.8970, 0.2223, -3.8412], [-1.4513, 0.0077, -4.3406], [-1.2668, -0.6681, -2.7331], [-1.6407, 2.1885, -2.3390], [-2.7966, 1.7346, -3.6687], [-4.0713, 0.0973, -2.0658], [-4.0797, 1.5873, -1.3509], [-3.6035, -0.0530, 0.2312], [-2.1543, -0.4558, -0.5582], [-2.9462, 2.0955, 0.9536], [-1.6313, 2.1833, -0.2260], [-1.8560, 1.4964, 3.4990], [-2.4191, -0.7091, 4.0849], [-1.3117, -1.6490, 1.3377], [0.4097, 2.2425, 0.6671], [0.3774, 1.8795, 2.3655], [0.8776, -0.2688, 0.2704], [1.2440, -0.4628, 1.9199], [3.2648, 1.2311, 1.7546], [2.6801, 1.6762, 0.2192], [3.6010, -1.0979, 0.9801], [2.9495, -0.7385, -0.5489], [5.6418, 0.0582, 0.5756], [4.7692, 1.1388, -0.4894], [6.2918, -0.4189, -1.8078], [4.8205, -1.0097, -2.2981], [5.6953, -1.7259, -0.8934]],
  "forces_ev_per_angstrom": [[-1.70, 1.83, 2.90], [1.15, -0.76, -0.53], [1.12, 2.35, -0.90], [-1.49, 2.26, -3.23], [1.22, -2.30, 1.76], [2.24, 0.49, 0.49], [-1.32, -0.03, -0.35], [0.84, -3.12, -0.86], [0.19, 2.97, 0.58], [-0.24, 0.39, 1.03], [0.28, -0.43, -0.87], [-1.29, -0.46, 5.96], [1.10, 0.68, -5.61], [0.84, -3.87, -4.57], [-0.68, 4.51, 4.94], [-0.84, 1.62, -1.96], [2.50, -0.55, 0.61], [-0.67, -0.65, 0.89], [0.16, 2.71, -1.96], [-1.12, -0.20, -0.51], [2.94, 0.18, 3.55], [-0.78, 0.56, -0.41], [-0.99, -0.82, 0.43], [1.49, -2.28, -2.33], [-0.21, 0.38, 0.87], [0.15, 0.66, -0.20], [-1.71, -1.61, -0.32], [0.19, -0.65, 1.86], [0.51, -0.56, -0.07], [0.39, 0.53, -0.71], [-0.48, -0.22, 0.31], [0.53, 0.28, 0.41], [-0.18, 0.01, -0.07], [-0.34, -0.39, 0.41], [-0.08, -0.26, -0.24], [-0.20, -0.55, -0.23], [-0.01, 0.04, -0.85], [-0.71, -1.19, 0.95], [0.76, 0.51, 1.40], [-0.14, 0.27, -0.48], [-0.21, 0.43, 0.09], [-0.98, -0.58, -0.20], [-0.15, 0.06, -0.65], [0.18, -2.16, 1.97], [-0.22, -0.24, -0.28], [-0.16, -0.13, -0.45], [0.31, 0.11, -0.40], [0.38, 0.30, -0.09], [-1.98, -0.26, -1.13], [-0.58, 0.10, -0.96]],
  "mulliken_charge": [-1.142, -0.322, -0.497, -1.404, 0.148, -0.694, 0.644, -0.839, -0.741, 0.384, 0.474, -0.007, -0.474, -0.095, -0.501, -1.119, -0.179, -0.958, -0.740, -0.535, -1.272, 0.052, 0.333, 0.525, 0.369, 0.274, 0.202, 0.350, 0.404, 0.393, 0.419, -0.019, 0.279, 0.310, 0.445, 0.376, 0.548, 0.203, 0.335, 0.324, 0.329, 0.341, 0.508, 0.471, 0.309, 0.287, 0.418, 0.378, 0.426, 0.279],
  "smiles": "CCCCCCN(/C=C\\C=C(C#N)C#N)CCCCCC",
  "e_tot_ha": -867.3624,
  "orbital_gap_ev": 7.710,
  "relative_energy_kcal_mol": 126.3,
  "lumo_energy_ev": -1.191,
  "homo_energy_ev": -8.90
}